# 1
Computed, not measured: an isolated molecule of C5H6OS2 at a distorted geometry, with ωB97M-V/def2-TZVPD.

Calculated values
DFT total energy = -28998.5467 eV
LUMO energy = 0.71 eV
Kohn-Sham gap = 9.28 eV
SMILES = C1S[C@H]2S[C@@H]1[C@@H]1O[C@H]21
Molecular weight = 146.2 g mol⁻¹
Relative energy (zero: lowest compared OMol25 entry of this formula, charge and spin) = 32.5 kcal/mol

```
14
C5H6OS2, DFT ωB97M-V/def2-TZVPD
C 0.88057 1.26641 0.32378
S -0.41528 1.56811 -1.02588
C -0.58681 -0.18003 -1.35667
S 1.04519 -0.85190 -1.38047
C 1.08052 -0.21161 0.28618
C -0.19562 -0.71514 0.96365
O -0.76398 -1.92726 0.43034
C -1.20861 -0.72852 -0.08555
H 1.72847 1.89821 0.06477
H 0.29928 1.61693 1.20667
H -1.09502 -0.36821 -2.27409
H 1.98082 -0.52200 0.75177
H -0.47635 -0.41250 1.97627
H -2.27318 -0.43249 0.11921
```

***

# 2
Computed, not measured: a cluster of 4 separate species, C20H42N3O12S in total at a distorted geometry, with ωB97M-V/def2-TZVPD.

Calculated values
DFT total energy = -61290.1410 eV
Total charge = +1
LUMO energy = -3.51 eV
Kohn-Sham gap = 8.54 eV
Molecular weight = 548.6 g mol⁻¹
Relative energy (zero: lowest compared OMol25 entry of this formula, charge and spin) = 31.6 kcal/mol

```
78
C20H42N3O12S, DFT ωB97M-V/def2-TZVPD
O -1.53998 3.70019 -1.83210
S -0.98291 2.40852 -2.00536
O -0.77270 1.83093 -0.71467
O 0.36318 2.47408 -2.83551
C -2.11056 1.41304 -2.96225
C -1.98722 -0.08368 -2.61147
C -1.66566 -0.93413 -3.83810
C -1.50923 -2.43490 -3.46628
N -1.34219 -2.68596 -2.03132
C -0.22310 -2.63429 -1.37960
N -0.02999 -3.14361 -0.17487
C 1.24826 -3.93650 -0.13979
C 1.66095 -4.32327 -1.56877
C 1.80593 -3.06842 -2.43705
N 0.86689 -1.97332 -1.93847
H 1.09582 2.13453 -2.29187
H -3.12214 1.76367 -2.80798
H -1.91493 1.54718 -4.02256
H -1.15585 -0.16185 -1.91765
H -2.89952 -0.43867 -2.14123
H -0.75326 -0.53369 -4.27500
H -2.43908 -0.82026 -4.59089
H -2.40856 -2.96404 -3.75147
H -0.69588 -2.83462 -4.05908
H -2.18886 -2.86095 -1.50229
H -0.83126 -3.72907 0.04601
H 1.05188 -4.81592 0.45727
H 2.06949 -3.36670 0.28388
H 0.99906 -5.07216 -1.99706
H 2.63956 -4.79112 -1.48670
H 2.81480 -2.69316 -2.31743
H 1.56171 -3.23431 -3.47687
H 1.36511 -1.58022 -1.14198
C -0.03336 6.20002 -2.74964
C 1.03150 5.52231 -1.91713
O 2.33231 6.06284 -2.20053
C 2.60718 7.23213 -1.61711
O 1.88099 7.84533 -0.87941
O 3.82781 7.60894 -2.00478
C 4.22887 8.89227 -1.51631
H 0.22842 6.16165 -3.80935
H -0.99376 5.71783 -2.60875
H -0.13255 7.25160 -2.48123
H 1.06947 4.47417 -2.18536
H 0.81605 5.57836 -0.84979
H 4.12084 8.95183 -0.43570
H 3.64550 9.67512 -1.99840
H 5.27602 9.01775 -1.77665
C 1.63788 -0.62844 4.62566
C 2.31803 -1.45848 3.55777
O 3.48655 -2.11396 4.06126
C 3.25664 -3.21434 4.78604
O 2.17603 -3.69389 5.01830
O 4.42849 -3.68061 5.20965
C 4.33611 -4.82133 6.07073
H 2.34719 0.06699 5.07489
H 0.80728 -0.06314 4.20180
H 1.25152 -1.25963 5.42467
H 2.65867 -0.80656 2.75297
H 1.63251 -2.18827 3.12121
H 3.74062 -5.60923 5.61520
H 3.91071 -4.53172 7.02990
H 5.34789 -5.18410 6.22545
C -2.63206 0.45007 1.25792
C -2.45216 -1.05144 1.19767
O -3.20985 -1.73391 2.20058
C -4.51109 -1.87647 1.92470
O -5.06037 -1.51076 0.91487
O -5.08803 -2.48478 2.95458
C -6.50795 -2.63899 2.83557
H -2.40854 0.82033 2.25896
H -1.96833 0.93137 0.53590
H -3.65910 0.73638 1.03021
H -1.40821 -1.30179 1.39206
H -2.70808 -1.44493 0.20704
H -6.77256 -3.12061 1.89709
H -6.99652 -1.66963 2.91523
H -6.82828 -3.26762 3.66082
```

***

# 3
Computed, not measured: a structure of composition C36H24F3N5PdSb at a distorted geometry, with ωB97M-V/def2-TZVPD.

Calculated values
DFT total energy = -63335.9157 eV
Total charge = +1
LUMO energy = -4.91 eV
Kohn-Sham gap = 5.82 eV
Molecular weight = 811.8 g mol⁻¹

```
70
C36H24F3N5PdSb, DFT ωB97M-V/def2-TZVPD
Pd 0.07630 -0.31410 0.00560
C -4.44870 -1.23800 0.02410
C -5.11810 -0.01890 -0.02620
C -4.36970 1.13420 -0.01750
C -2.95950 1.07340 0.03360
N -2.32720 -0.12050 0.09010
C -3.06960 -1.22720 0.08590
N -2.34520 2.27330 0.01720
C -1.10350 2.61590 0.03320
N 0.02760 1.84010 0.04790
C 1.12350 2.66470 0.03040
N 2.37880 2.38430 0.02720
C 3.03460 1.21300 -0.07510
C 4.43840 1.30570 0.03800
C 5.21520 0.17880 -0.07380
C 4.58650 -1.03750 -0.32230
C 3.21070 -1.05280 -0.44230
N 2.43760 0.02310 -0.31020
C 0.68010 4.06540 0.02580
C 1.37660 5.25910 0.01030
C 0.63320 6.43380 -0.00560
C -0.75440 6.40630 -0.01150
C -1.45760 5.20630 -0.00420
C -0.71930 4.03680 0.01680
H -4.98820 -2.17100 0.01300
H -6.19620 0.02080 -0.07380
H -4.82670 2.10950 -0.04960
H -2.54650 -2.17530 0.13310
H 4.86460 2.27870 0.21900
H 6.28810 0.23410 0.03010
H 5.15330 -1.95020 -0.40580
H 2.71420 -1.99140 -0.65780
H 2.45490 5.28000 0.00820
H 1.14620 7.38390 -0.01040
H -1.29760 7.33860 -0.02680
H -2.53650 5.19410 -0.01480
F 5.36830 -6.15470 0.21430
C 4.17210 -5.55280 0.20220
C 3.81330 -4.75270 1.27490
C 2.62060 -4.06000 1.20910
C 1.79640 -4.17640 0.09630
C 2.13290 -5.05450 -0.92310
C 3.32960 -5.74920 -0.87850
Sb 0.04780 -2.91710 0.04070
C -0.90890 -3.98640 1.63450
C -1.43730 -3.33460 2.73920
C -1.94720 -4.06780 3.79760
C -1.91570 -5.45060 3.72810
F -2.38860 -6.16200 4.75920
C -1.41010 -6.11900 2.62380
C -0.90090 -5.37440 1.57780
C -0.98170 -3.80200 -1.63080
C -2.17440 -4.49360 -1.46360
C -2.83060 -5.03290 -2.55560
C -2.27670 -4.86900 -3.81450
F -2.90580 -5.38880 -4.87570
C -1.09290 -4.17590 -4.00670
C -0.45340 -3.63510 -2.90580
H 4.46130 -4.68300 2.13320
H 2.32010 -3.42440 2.03350
H 1.45660 -5.21070 -1.75350
H 3.61400 -6.43530 -1.66240
H -1.44740 -2.24900 2.77670
H -2.35880 -3.58690 4.67110
H -1.41360 -7.19750 2.59770
H -0.49000 -5.87120 0.70810
H -2.59490 -4.62280 -0.47340
H -3.75570 -5.57670 -2.44390
H -0.69150 -4.06730 -5.00220
H 0.46700 -3.07740 -3.04210
```

***

# 4
Computed, not measured: a structure of composition C33H39Br2N2OTm at a distorted geometry, with ωB97M-V/def2-TZVPD.

Calculated values
DFT total energy = -209496.8947 eV
LUMO energy (alpha / beta) = -0.57 / -0.56 eV
Spin multiplicity = 3
Kohn-Sham gap (alpha / beta) = 6.86 / 6.85 eV
Molecular weight = 808.4 g mol⁻¹

```
78
C33H39Br2N2OTm, DFT ωB97M-V/def2-TZVPD
Tm -0.88792 -0.96004 -0.14304
C 3.08117 6.18490 0.21027
C 2.34770 5.37585 1.28423
C 1.29667 6.28442 1.93535
C 3.37659 4.93105 2.33130
C 1.65680 4.14925 0.70803
C 0.89188 3.33304 1.52954
C 0.25325 2.24769 0.97366
Br -0.80661 1.05265 2.09875
C 0.29737 1.88555 -0.38112
O -0.38668 0.86530 -0.81899
C 1.11556 2.70980 -1.20048
C 1.75867 3.79486 -0.63496
C 1.27453 2.35908 -2.67538
C 1.93062 0.97297 -2.77024
C 2.15195 3.36545 -3.42940
C -0.10418 2.33752 -3.34902
H 3.55849 7.05002 0.66458
H 2.39167 6.54578 -0.54933
H 3.85946 5.59170 -0.26366
H 1.76448 7.19354 2.30379
H 0.80879 5.79256 2.77116
H 0.53371 6.56023 1.21128
H 3.92166 5.79211 2.71055
H 4.09037 4.24134 1.88726
H 2.89811 4.43447 3.16996
H 0.78638 3.53098 2.58396
H 2.38103 4.39697 -1.27057
H 2.87060 0.96559 -2.22182
H 2.13142 0.72170 -3.80875
H 1.28054 0.20152 -2.34533
H 3.15880 3.40132 -3.02060
H 1.71770 4.36249 -3.39733
H 2.22725 3.06574 -4.47256
H -0.71604 1.53644 -2.94152
H 0.00445 2.18015 -4.41914
H -0.61640 3.28343 -3.18567
C 2.09158 -5.62178 1.05212
C 2.27636 -4.30023 1.80777
C 1.91180 -4.48783 3.28572
C 3.72880 -3.82208 1.69221
C 1.38719 -3.28689 1.23429
C 0.64082 -2.44191 0.78728
H 2.72679 -6.39431 1.48268
H 2.35225 -5.50226 0.00209
H 1.05536 -5.94889 1.11276
H 2.57171 -5.21842 3.75061
H 0.88512 -4.83568 3.38067
H 2.00580 -3.54339 3.81832
H 4.40133 -4.54751 2.14755
H 3.85062 -2.86617 2.19829
H 4.00825 -3.69329 0.64837
C -1.87979 -1.81101 -2.22200
C -2.31045 -3.06748 -1.64814
C -3.65572 -3.32095 -1.29163
C -4.03733 -4.50644 -0.71351
C -3.10110 -5.52081 -0.47526
C -1.76198 -5.30241 -0.83298
C -1.38275 -4.11210 -1.39673
C -3.51958 -6.74459 0.07361
N -3.88141 -7.73854 0.52553
H -2.69325 -1.26560 -2.71145
H -1.03034 -1.93233 -2.90829
H -4.40530 -2.56664 -1.50503
H -5.07427 -4.67947 -0.46186
H -1.04099 -6.09496 -0.68613
H -0.34625 -3.95681 -1.67836
Br -7.82792 0.21274 1.31970
C -5.98920 -0.06675 0.97166
C -5.21335 -0.80050 1.85910
C -3.87632 -0.98531 1.55809
N -3.29620 -0.49740 0.45908
C -4.05689 0.21159 -0.38015
C -5.40407 0.44924 -0.17760
H -5.63599 -1.20759 2.76426
H -3.23722 -1.54936 2.23067
H -3.55758 0.60425 -1.25993
H -5.97838 1.02242 -0.88815
```